(1)
A molecular structure, C18H19F5N4O4PdS, computed with ωB97M-V/def2-TZVPD.

For the LUMO energy, the calculation gives 4.646 eV. The calculation puts the HOMO-LUMO gap at 4.64 eV. The value obtained for the HOMO energy is 0.0070 eV.

The geometry in ORCA input format:
```
! RIJCOSX wB97M-V def2-TZVPD def2/J DEFGRID3
* xyz -2 1
Pd 0.2154 -0.5085 0.1012
S -0.6743 -2.4007 -0.9865
F -6.0892 -3.6842 1.1034
F -3.1559 -0.6537 -0.9543
F -4.0949 -5.5490 1.1979
F -5.5688 -1.2325 0.0220
F -1.6613 -4.9983 0.2606
O 5.1217 3.8344 0.9997
O 2.5930 4.1347 0.9624
O 6.4778 2.0712 0.6676
O 0.7497 2.9160 0.9284
N 0.2813 -0.1677 3.8237
N 4.4424 0.4106 0.2233
N -1.0496 0.3081 1.9083
N 2.2550 0.5697 0.1979
C 1.1160 1.0030 3.6451
C -1.3203 -1.8249 2.9481
C -2.5894 -4.0251 0.1743
C 4.1793 1.7117 0.5339
C 1.9554 2.9855 0.8182
C -3.3230 -1.8622 -0.4101
C 0.5532 2.3145 4.1890
C 3.2119 -1.6863 -0.3368
C -3.8433 -4.3299 0.6682
C 5.3681 2.6143 0.7866
C -4.8557 -3.3918 0.6284
C 0.3756 -0.9066 5.0599
C -0.6841 -0.4590 2.8708
C -4.5809 -2.1497 0.0823
C 3.2731 -0.2481 0.0307
C -0.6059 -0.4644 6.1475
C -2.2546 -2.7820 -0.3837
C 2.8020 1.7994 0.5135
H 1.2977 1.1042 2.5762
H 1.4001 -0.8006 5.4291
H -0.4284 2.5224 3.7622
H 5.3923 0.0777 0.1776
H 3.6636 -2.3081 0.4407
H -0.6356 1.2373 1.9507
H 2.1593 -1.9640 -0.4427
H -1.6281 -0.4827 5.7658
H -0.5706 -2.6185 2.9468
H 2.0845 0.7959 4.1114
H -0.5534 -1.1337 7.0112
H 3.7409 -1.8685 -1.2765
H -1.9358 -1.9437 2.0622
H -0.3952 0.5501 6.4867
H 0.2315 -1.9702 4.8638
H 1.2132 3.1384 3.9121
H 3.6171 4.0474 0.8726
H 0.4572 2.2960 5.2776
H -1.9401 -1.9383 3.8443
*
```

(2)
A molecular structure, C18H19F5N4O4PdS, computed with ωB97M-V/def2-TZVPD.

For the LUMO energy, the calculation gives 4.113 eV. The calculation puts the HOMO-LUMO gap at 4.09 eV. The value obtained for the HOMO energy is 0.0240 eV.

The geometry in ORCA input format:
```
! RIJCOSX wB97M-V def2-TZVPD def2/J DEFGRID3
* xyz -2 1
Pd 0.5378 1.6778 0.4727
S 1.0016 3.7435 -0.7552
F 0.3385 6.0916 -2.5161
F 0.9903 1.3664 -2.6992
F -0.1104 6.1216 -5.1360
F 0.5176 1.4307 -5.3244
F -0.0379 3.7963 -6.6172
O 0.1710 -0.3167 7.2054
O -0.7254 3.3417 5.1391
O -0.7543 3.3657 2.9065
O -0.3744 1.8587 6.9971
N 0.7302 -0.5377 4.6015
N -0.8984 -0.3522 -0.1678
N 0.5707 0.7906 2.8579
N -0.4756 -2.6185 -0.6742
C 0.2090 0.6333 5.0778
C -1.8253 -3.0162 -0.3480
C 0.4675 2.5895 -4.6121
C 0.3932 4.9031 -3.1608
C 1.5363 -1.4596 2.4229
C -0.0632 0.7247 6.5634
C 0.9370 -0.3952 3.2702
C -2.8742 -2.6163 -1.3870
C 0.0888 -3.9491 -2.7092
C -0.4873 2.7971 3.9345
C 1.2572 -0.8468 -0.9828
C 0.1867 3.7751 -5.2739
C 0.6854 3.7216 -2.4435
C -0.1258 -1.2758 -0.5793
C 0.7027 2.5761 -3.2489
C 0.3881 -3.6232 -1.2483
C 0.1123 1.4448 3.9809
C 0.1574 4.9428 -4.5207
H -2.7786 -3.2117 -2.2947
H 1.4185 -3.2868 -1.1641
H -0.9206 -4.3435 -2.8297
H 1.3319 -0.7660 -2.0674
H -1.8361 -0.6491 0.0861
H 0.1803 -3.0532 -3.3223
H 2.4767 -1.8160 2.8460
H -2.7610 -1.5691 -1.6615
H 1.3796 0.1778 -0.5445
H 0.9043 -1.3186 5.2180
H 2.0444 -1.5100 -0.6280
H -0.5569 2.7031 5.8992
H -3.8795 -2.7590 -0.9889
H 0.8632 -2.3136 2.3119
H 0.3051 -4.5373 -0.6460
H 1.7294 -1.0356 1.4416
H 0.7889 -4.6980 -3.0819
H -1.8235 -4.1035 -0.2259
H -2.0928 -2.5952 0.6268
*
```

The most stable arrangement is (1), and the next structure is 104.0 kJ/mol less stable.

(1)
C5H13NO3S in the gas phase, computed with ωB97M-V/def2-TZVPD.

Its SMILES is CC(C)N[C@H](C)S(=O)(=O)O. For the LUMO energy, the calculation gives 0.649 eV. The calculation puts the HOMO-LUMO gap at 9.79 eV. The value obtained for the HOMO energy is -9.1406 eV.

The geometry in ORCA input format:
```
! RIJCOSX wB97M-V def2-TZVPD def2/J DEFGRID3
* xyz 0 1
S -2.5117 0.0825 -0.1285
O -2.2464 -0.1535 -1.5200
O -3.5907 -0.5939 0.5171
O -2.8775 1.6477 0.0596
N 0.1027 0.6324 0.0759
C -0.9225 -1.6110 0.9711
C 2.4391 1.1255 0.4193
C -1.0971 -0.1056 0.8386
C 1.7112 -0.4981 -1.4350
C 1.4224 0.0134 0.0275
H -0.4410 -1.9039 1.8460
H -1.8381 -2.1979 1.2236
H 2.4363 1.6042 1.4435
H 1.4998 -1.5351 -1.6593
H -0.5162 -1.9318 -0.0849
H 1.4734 -0.7584 0.8288
H 3.3810 0.7008 0.3426
H -3.1764 2.1491 -0.6873
H -1.3409 0.4226 1.7492
H -0.1793 0.8648 -0.8310
H 1.1837 0.2042 -2.0353
H 2.7291 -0.1754 -1.6078
H 2.3592 2.0174 -0.3538
*
```

(2)
2 unconnected molecules or ions with the total composition C5H13NO3S, computed with ωB97M-V/def2-TZVPD.

Its SMILES is CS(=O)(=O)O.CN=C(C)C. For the LUMO energy, the calculation gives 0.723 eV. The calculation puts the HOMO-LUMO gap at 10.58 eV. The value obtained for the HOMO energy is -9.8556 eV.

The geometry in ORCA input format:
```
! RIJCOSX wB97M-V def2-TZVPD def2/J DEFGRID3
* xyz 0 1
S -2.0450 -0.2286 -0.0196
O -1.4309 0.3529 -1.3471
O -1.0065 -0.3189 1.0079
O -2.9124 -1.3512 -0.3560
N 0.8834 0.3780 -0.6937
C 1.2450 -0.6812 -0.1153
C 2.2188 -0.7579 1.0386
C 0.6699 -2.0028 -0.6655
C -3.0590 1.1423 0.4539
C 1.4074 1.6530 -0.4992
H -0.4504 0.4526 -1.0452
H 0.6342 2.3938 -0.7753
H 0.0247 -1.8038 -1.5776
H -4.1063 1.1530 0.5749
H 1.5360 2.0130 0.5956
H 2.4013 1.8275 -0.8341
H 1.9139 -1.4975 1.8460
H -2.7207 1.7561 -0.3745
H 1.5912 -2.6348 -0.9321
H 0.0658 -2.3686 0.1501
H 3.1986 -1.2054 0.6952
H -2.5197 1.4324 1.3688
H 2.4608 0.2962 1.5042
*
```

The most stable arrangement is (2), and the next structure is 7.8 kJ/mol less stable.

(1)
C6H12N2O4 in the gas phase, computed with ωB97M-V/def2-TZVPD.

Its SMILES is C[C@@H](O)[C@H](NC(=O)CN)C(=O)O. For the LUMO energy, the calculation gives 0.576 eV. The calculation puts the HOMO-LUMO gap at 9.77 eV. The value obtained for the HOMO energy is -9.1975 eV.

The geometry in ORCA input format:
```
! RIJCOSX wB97M-V def2-TZVPD def2/J DEFGRID3
* xyz 0 1
O 2.8123 -1.0026 -0.7371
O 1.1725 -2.2471 0.1060
O 1.4607 0.7148 1.5657
O -1.6286 1.3295 -1.2620
N -2.9168 -1.2548 0.9369
N -0.5485 -0.2844 -0.0356
C 1.3560 1.2166 0.3096
C 0.7170 0.0468 -0.5540
C 0.7261 2.5929 0.3105
C 1.5768 -1.2064 -0.3243
C -1.6389 0.3065 -0.5933
C -2.9733 -0.2792 -0.1049
H -2.5345 -1.0445 1.8830
H -0.7749 -1.2332 0.0810
H 0.9929 3.0900 1.2653
H -3.6120 0.6621 0.2099
H 2.4111 1.3362 -0.1215
H -0.3260 2.5518 0.1147
H -3.2260 -2.2254 0.7296
H -3.4564 -0.6878 -0.9974
H 3.2259 -1.9016 -0.6270
H 1.0715 3.1981 -0.5684
H 0.7238 0.4031 -1.5765
H 0.6437 0.2057 1.6553
*
```

(2)
C6H12N2O4 in the gas phase, computed with ωB97M-V/def2-TZVPD.

Its SMILES is C[C@@H](O)[C@H](N)C(=O)NCC(=O)O. For the LUMO energy, the calculation gives 0.505 eV. The calculation puts the HOMO-LUMO gap at 9.99 eV. The value obtained for the HOMO energy is -9.4894 eV.

The geometry in ORCA input format:
```
! RIJCOSX wB97M-V def2-TZVPD def2/J DEFGRID3
* xyz 0 1
O -1.4587 -2.3253 0.2751
O 3.1557 0.8062 0.6474
O 2.1142 -0.5593 -0.9451
O -1.6121 2.1120 -0.8892
N -1.0736 0.6449 1.7245
N 0.5866 -1.7448 0.7373
C -0.8203 1.0326 -0.8834
C 2.2933 -0.2066 0.1655
C -0.8683 0.2370 -2.1856
C -1.1720 0.0756 0.2236
C 1.6686 -0.9246 1.3298
C -0.6115 -1.3838 0.3694
H -2.4228 1.7066 -0.9678
H -0.4497 0.8450 -2.9599
H 3.5029 1.2630 -0.2215
H -0.2158 -0.7049 -2.0697
H -1.8805 0.3022 -2.4535
H -2.2911 -0.1343 0.0929
H 0.7185 -2.7476 0.9894
H 1.2806 -0.1562 2.1767
H 2.5217 -1.5422 1.8178
H -1.1596 1.6960 1.6784
H -2.0578 0.4113 2.1163
H 0.2516 1.2972 -0.7683
*
```

(3)
C6H12N2O4 in the gas phase, computed with ωB97M-V/def2-TZVPD.

Its SMILES is [H]/N=C\[C@H](O)[C@@H](O)[C@H](O)/C(CO)=N/[H]. For the LUMO energy, the calculation gives 0.214 eV. The calculation puts the HOMO-LUMO gap at 9.59 eV. The value obtained for the HOMO energy is -9.3735 eV.

The geometry in ORCA input format:
```
! RIJCOSX wB97M-V def2-TZVPD def2/J DEFGRID3
* xyz 0 1
O -1.5535 -1.7656 -1.0171
O 1.7339 -0.4888 -1.7961
O 0.1393 3.6375 1.2204
O -2.0724 0.2456 0.4311
N 0.8483 -3.2366 0.4600
N 1.4098 1.3132 0.3282
C 0.1645 1.2554 0.5832
C -0.5789 -0.7782 -1.0143
C -0.6464 -0.0301 0.2676
C 1.4780 -2.2475 -0.0857
C 0.8129 -1.3840 -1.2364
C -0.6047 2.3951 1.1563
H 1.8698 2.1663 0.8111
H 2.0800 0.1435 -1.0675
H -1.5952 2.4914 0.6927
H -0.9034 2.1033 2.2094
H -2.4760 -0.1368 1.2870
H 0.3137 3.9147 0.2100
H 0.6564 -2.0821 -2.1276
H -0.7508 -0.0925 -1.8832
H -2.3291 -1.2417 -0.8139
H -0.3966 -0.7101 1.0574
H -0.0842 -3.4137 0.1023
H 2.4847 -2.0584 0.2253
*
```

(4)
A molecular structure, C6H12N2O4, computed with ωB97M-V/def2-TZVPD.

For the LUMO energy, the calculation gives 0.195 eV. The calculation puts the HOMO-LUMO gap at 9.87 eV. The value obtained for the HOMO energy is -9.6710 eV.

The geometry in ORCA input format:
```
! RIJCOSX wB97M-V def2-TZVPD def2/J DEFGRID3
* xyz 0 1
O -3.5908 1.2089 0.0070
O -1.4981 2.4089 -0.3688
O 0.5031 0.5853 -1.5742
O -3.6599 -1.3510 -0.5652
N 3.4266 -0.5517 -0.7851
N -0.2400 -0.1282 0.4830
C -2.2009 1.2675 0.0471
C 0.8832 0.1632 -0.4308
C 2.4996 0.7957 1.0644
C -1.5478 -0.1131 -0.1880
C 2.2291 -0.2189 0.1461
C -2.5389 -1.3482 0.2578
H 3.1352 0.2493 1.9518
H -0.7906 1.8895 -0.8390
H 3.4713 -1.4444 -1.3259
H 3.7749 0.1231 -1.5682
H -4.4349 -0.7100 0.0904
H -2.0381 -2.1998 -0.0154
H -1.4860 -0.1092 -1.3022
H 3.3570 1.7024 0.3416
H -0.1595 -0.9601 1.1108
H 1.9505 -1.1589 0.5582
H -2.5213 -1.4200 1.2924
H 1.4763 1.3198 1.6123
*
```

The most stable arrangement is (1), and the next structure is 164.2 kJ/mol less stable.